Entry 1:
13
Properties=species:S:1:pos:R:3:forces:R:3 method="wB97M-V/def2-TZVPD" charge=+1 orbital_gap_ev=8.1 relative_energy_ev=5.264 energy_ha=-360.7805 e_lumo_ev=-4.4641
C 0.2156 -0.6181 -1.0723 0.71 -1.68 -1.72
N -0.8935 0.1204 -0.3210 0.49 -2.91 -3.90
H -1.8209 -0.0627 -0.8192 1.11 0.57 1.41
H 1.3007 -0.4570 -0.7047 -1.75 1.07 -0.68
C -0.6975 0.6704 0.7406 0.09 2.21 2.47
C 0.2320 -2.1108 -0.6107 -2.31 2.05 2.02
O 0.8990 -2.9653 -1.2223 -0.52 -1.86 1.69
H -0.5518 3.1499 2.6034 -0.40 0.26 1.73
H -0.4979 0.7068 2.6688 0.13 -1.06 2.66
H 1.3478 -2.8084 -2.0064 1.68 1.06 -3.14
H -0.0330 -0.4942 -2.2107 0.96 0.16 1.98
C -0.4329 1.3231 1.8553 -1.03 1.67 -2.58
O -0.2947 2.6653 1.8456 0.84 -1.54 -1.93

Entry 2:
35
Properties=species:S:1:pos:R:3:forces:R:3 method="wB97M-V/def2-TZVPD" charge=-2 orbital_gap_ev="3.1 / 5.4" relative_energy_ev=0.182 energy_ha=-2126.2653 e_lumo_ev="4.9877 / 4.8574" multiplicity=5
O 2.4186 0.7765 3.8590 0.58 0.19 0.14
H 1.6481 -2.6414 0.5957 0.09 0.03 0.07
O 1.5132 0.3695 1.8068 2.24 0.43 3.04
H -1.8832 2.5010 -0.8786 0.12 0.12 -0.01
C 1.8784 -1.9570 -0.2209 -0.12 0.07 -0.11
Cl -0.1872 -1.9200 2.4360 0.63 -1.89 1.17
C -0.9245 2.2470 -1.3359 0.04 -0.14 0.22
H -3.3064 0.7186 -1.0536 -0.10 -0.10 0.04
H 2.0911 3.0008 1.4203 -0.27 -0.27 0.12
Os -0.3946 -0.0227 1.0437 -1.17 0.67 1.32
C 0.8243 0.3718 -0.7837 -0.07 -0.37 -1.74
H -2.0647 -2.9059 0.0495 0.13 0.00 0.07
H -2.9721 -0.4088 -2.3860 -0.03 0.03 -0.07
C 2.0201 1.1060 -1.0324 0.07 -1.16 -0.88
Cl -2.6760 -0.4492 1.8676 -2.40 -0.39 0.27
C -0.6487 -1.4443 -0.6311 -0.74 0.19 -0.82
H -1.4635 -3.1738 -1.5966 0.05 0.00 0.01
C 0.7229 -1.0478 -0.4591 0.49 0.62 -0.49
C 1.4837 0.5080 3.1228 -0.52 -0.29 -1.75
H 2.0964 -2.5384 -1.1231 0.09 -0.05 -0.07
H 2.9639 0.5995 -0.8297 -0.10 0.22 -0.17
C -1.4197 -0.2701 -0.9186 -0.36 -1.07 -2.06
H 1.9767 1.8293 -1.8436 0.25 0.20 0.11
H 2.7513 -1.3644 0.0457 0.05 -0.13 0.12
H -0.1600 2.9335 -0.9717 -0.17 0.11 0.01
C -2.8693 -0.2485 -1.3055 0.29 -0.04 0.20
H -0.4198 -3.5279 -0.2002 -0.11 0.04 0.03
H -3.4193 -1.0277 -0.7758 0.00 0.14 0.00
C -1.1775 -2.8453 -0.5892 -0.10 0.19 0.12
H -1.0210 2.3309 -2.4256 0.04 -0.03 0.00
H 0.4609 0.3503 3.5187 0.42 0.16 0.36
C -0.5426 0.8553 -0.9516 0.58 -0.42 -0.54
O 1.6189 3.0023 0.5801 0.98 0.67 -0.38
H 2.0435 2.2428 0.0489 -0.60 0.88 0.96
Cl -0.9620 2.0501 1.9178 -0.26 1.37 0.72

Entry 3:
64
Properties=species:S:1:pos:R:3:forces:R:3 method="wB97M-V/def2-TZVPD" charge=0 orbital_gap_ev=8.4 energy_ha=-2096.4942 e_lumo_ev=-0.8071
H -4.5210 -1.8413 -6.1597 0.02 0.04 0.02
H -2.5718 2.7150 -2.6742 0.01 -0.03 -0.01
C 1.6420 0.8264 -0.8784 0.76 0.74 -0.36
C 3.8214 1.9209 0.7228 -1.09 -1.01 -0.18
H -3.4534 1.1562 1.7505 0.46 0.13 0.04
N 3.3670 0.2352 2.3351 1.19 1.88 -0.75
C 3.0491 0.7660 1.1398 -0.71 -0.31 -0.57
H -2.7239 0.5193 3.8117 0.50 0.27 -0.08
H 2.4736 -6.7071 3.9655 -0.01 0.02 -0.02
C 2.7949 -6.1177 3.1085 -0.23 0.19 -0.08
N 4.7555 2.2921 1.6163 -1.04 -1.14 0.10
H 3.0707 -6.7892 2.2973 -0.02 0.02 0.01
C 0.5022 0.3793 -1.7928 0.36 -0.25 0.11
H 1.0926 -2.0928 3.0002 0.16 -0.20 0.44
C 0.9551 -0.6803 4.6787 1.23 0.22 0.48
C 3.4678 2.4799 -0.5656 0.69 1.38 0.61
H 5.7154 3.7770 -0.5383 -0.63 0.48 0.42
N 0.8506 -4.5396 2.3347 0.36 -0.40 0.07
H -0.6833 -1.3091 -2.3859 0.38 0.07 0.40
H 0.8525 0.3951 -2.8457 -0.02 0.06 0.56
H -1.7343 2.1408 -0.0149 0.28 -0.29 0.45
H -0.4745 1.2591 0.8490 -0.46 -0.09 0.11
C 1.4635 -1.9818 4.0286 -0.56 0.33 0.50
C -0.0726 -1.0320 -1.5059 -0.43 0.49 0.29
C -4.6035 -0.9551 -6.7860 -0.17 0.20 0.12
C 1.9763 0.2483 0.3160 0.05 -0.07 -0.04
H -1.0859 -0.9812 2.7894 0.11 0.56 -0.29
C -1.5597 1.2775 0.6651 -1.24 0.17 -0.89
H -2.9784 -0.3597 0.3317 0.41 0.08 -0.28
H -1.5890 -2.0706 -0.3872 0.43 0.36 0.12
H 0.7483 -1.7655 -1.4081 -0.28 0.31 -0.11
P 4.4544 3.9236 -1.1828 0.17 -1.81 -1.79
H -2.5422 2.6481 2.0372 -0.04 -0.56 -0.07
C -2.7645 2.4287 -3.7078 0.03 -0.26 -0.02
C -0.7544 -0.0175 3.2109 0.06 0.42 0.98
H -3.8164 2.5978 -3.9360 0.01 -0.07 -0.02
N -5.8634 0.9367 -5.4809 0.29 -0.33 -0.24
H 3.6626 -5.5232 3.3899 -0.02 0.00 -0.01
C -1.0114 -1.1294 -0.2668 -0.82 -0.28 -0.23
H -3.6047 -0.6134 -7.0515 -0.01 0.00 0.05
C -2.0605 0.0181 -0.1553 0.81 0.15 0.40
C 1.7041 -5.2332 2.6745 -0.11 0.05 -0.07
O 4.6212 3.7562 -2.6577 -0.19 0.57 0.33
C -1.8767 1.0250 3.3014 -1.15 -0.53 -0.26
N -2.1907 -0.1045 -4.0550 -0.13 0.50 0.00
C 2.4476 1.9806 -1.3275 -0.15 -0.55 0.77
S 4.5829 1.2188 2.8429 0.01 -0.09 0.09
H -2.1523 3.0412 -4.3679 0.00 -0.03 0.01
O 1.7204 0.0021 5.3139 -0.47 -0.26 -0.05
H 1.1277 -2.8238 4.6653 -0.20 0.35 -0.54
H -2.3366 0.3453 -1.1731 -0.02 -0.25 0.37
H -5.1482 -1.2083 -7.6942 -0.01 0.02 0.02
O -0.3607 -0.2912 4.5944 0.51 -0.39 -0.71
H 2.2324 2.4511 -2.2954 0.11 -0.25 0.38
H 2.5631 -1.9988 4.0778 -0.53 0.32 -0.24
C -5.3145 0.1045 -6.0574 -0.02 0.11 0.12
H 0.1419 0.4039 2.7167 -0.49 -0.37 -0.13
H 3.8213 5.1450 -0.8467 0.24 -0.26 0.52
H -1.6258 1.8789 3.9546 0.40 -0.54 -0.35
C -2.4377 1.5498 1.9287 0.82 0.36 0.20
H 1.4430 -0.6292 0.6918 0.22 0.34 -0.16
H -0.2799 1.1657 -1.7418 0.21 -0.48 0.00
H -0.4903 -1.2232 0.7003 -0.02 0.03 -0.47
C -2.4389 1.0096 -3.9005 -0.03 -0.14 -0.08

Entry 4:
21
Properties=species:S:1:pos:R:3:forces:R:3 method="wB97M-V/def2-TZVPD" charge=0 orbital_gap_ev="7.5 / 7.8" relative_energy_ev=5.277 energy_ha=-274.9223 e_lumo_ev="0.5453 / 0.6936"
H -1.9350 1.0402 0.6303 0.05 -0.15 -0.11
C -1.9870 -1.1482 0.6252 -0.05 0.05 -0.08
C 0.4818 1.7482 0.1832 -0.06 0.32 0.43
C 0.0550 0.4508 -0.2334 -1.52 -0.11 -0.44
H 1.9878 0.6197 -1.6680 0.09 0.79 -0.01
H 1.8821 1.3705 -1.4860 0.32 -0.68 -0.39
H -1.3227 1.3755 -1.7463 -0.04 -0.17 0.05
H 2.7959 -0.0436 0.5725 0.09 0.16 -0.11
H -0.2186 2.5664 0.2243 -0.19 0.04 -0.13
H -1.6117 -1.9799 0.0230 -0.06 0.13 0.09
H -3.0852 -1.1715 0.6010 0.20 -0.05 0.00
H -1.0784 -0.4348 -1.9486 -0.03 0.16 0.11
H 1.3602 1.8806 0.7834 0.36 -0.06 0.08
C 0.8993 -0.6984 -0.2345 0.36 -0.62 0.38
H -1.6692 -1.3012 1.6618 -0.04 0.03 -0.16
C 2.0278 -0.8001 0.7325 -0.01 -0.04 -0.04
H 0.5581 -1.6008 -0.7265 -0.01 0.09 0.00
H 2.5224 -1.7690 0.7101 -0.06 -0.06 -0.08
C -1.5196 0.1873 0.0987 0.20 0.01 0.47
H 1.6664 -0.6335 1.7527 -0.05 0.02 0.16
C -1.1178 0.4192 -1.2755 0.47 0.13 -0.21

Entry 5:
46
Properties=species:S:1:pos:R:3:forces:R:3 method="wB97M-V/def2-TZVPD" charge=+2 orbital_gap_ev="6.6 / 5.5" energy_ha=-10655.7807 e_lumo_ev="-7.5140 / -9.0167" multiplicity=5
Se 0.2790 1.6521 3.1455 0.44 -0.11 -0.33
H -1.9871 -5.5237 5.8759 0.01 -0.02 -0.01
H 3.1297 -2.2407 0.8983 0.02 -0.01 0.02
H 2.6064 2.2689 0.9388 -0.01 -0.02 0.04
C -1.2830 -4.6577 4.0482 -0.14 -0.04 0.12
C -1.1451 -7.0006 4.5656 -0.06 -0.21 0.21
C -0.5473 -7.2473 3.3355 0.04 -0.02 -0.10
H 5.5988 1.3485 -2.0638 0.00 -0.04 -0.07
H 3.8068 4.9032 -0.2777 0.05 0.02 -0.01
H -1.6118 -3.6630 4.3208 0.03 0.00 -0.05
H 1.1771 2.0437 -2.0818 -0.02 -0.02 -0.02
C 3.5130 -1.2326 1.0322 0.05 0.07 -0.04
C -1.3898 -8.0936 5.4790 0.03 0.16 -0.11
C -0.3499 -3.9379 0.5298 -0.15 -0.11 0.18
H 4.8207 1.9888 -3.5136 0.00 0.00 0.03
C 3.2554 1.6979 0.2773 0.04 -0.20 0.15
C 4.4407 4.3056 -0.9333 0.13 0.27 0.06
C 1.7756 2.9556 -2.1409 -0.25 0.06 -0.08
C 4.6352 1.5241 -2.5448 0.16 -0.18 -0.11
H 0.1869 -6.3998 1.5209 0.00 0.04 0.00
C -0.3082 -6.2001 2.4612 0.08 -0.19 0.06
Se -1.7083 0.9058 -0.0250 0.43 -0.12 -0.14
H 5.3807 4.0934 -0.4233 -0.02 0.04 -0.01
H -0.5312 -4.8632 0.0126 -0.01 0.01 0.03
H -0.2606 -8.2543 3.0648 -0.01 0.01 0.02
C -1.5111 -5.7059 4.9223 -0.02 0.04 0.03
N -0.4253 -3.8306 1.9092 -0.08 -0.50 0.07
Te -2.0300 2.3182 3.6675 -0.24 0.03 -0.07
N 0.0216 -1.8397 1.1400 -0.23 -0.23 -0.40
C -0.6810 -4.9221 2.8314 0.11 0.38 -0.34
H 1.2743 3.7412 -1.5736 -0.05 -0.02 -0.05
H 1.8087 3.2540 -3.1885 0.00 0.03 0.03
H 0.0297 -2.3736 -0.9626 -0.01 0.04 0.01
H 4.1801 1.4698 0.8099 0.00 0.02 -0.03
H 4.1476 0.5650 -2.7281 0.03 0.00 0.00
Se 2.3972 -0.0438 -0.0259 0.10 0.26 -0.02
Os 0.2613 0.1626 1.1517 -0.73 0.25 0.52
H -0.1682 -2.1872 3.2488 -0.02 0.00 0.00
C -0.0854 -2.7041 0.0547 0.20 0.23 0.17
H 4.6621 4.8922 -1.8258 0.01 0.02 0.05
H 4.5092 -1.1499 0.6041 0.04 -0.08 0.06
Ge 3.5562 2.6788 -1.4405 -0.02 -0.13 0.00
Te -3.4519 1.1216 1.7275 -0.12 0.02 0.28
H 3.5065 -0.9345 2.0756 0.02 0.00 0.01
C -0.2059 -2.5631 2.2404 0.17 0.18 -0.13
N -1.5847 -8.9577 6.2093 0.01 0.05 -0.05

Entry 6:
16
Properties=species:S:1:pos:R:3:forces:R:3 method="wB97M-V/def2-TZVPD" charge=0 orbital_gap_ev=9.7 smiles="CC(C)[P@@](O)(=S)S" relative_energy_ev=2.411 energy_ha=-1332.6598 e_lumo_ev=0.2712
H -0.3368 0.7411 2.6774 -0.11 -1.13 -1.01
H 1.4275 -1.3480 1.5809 -0.48 0.62 1.39
C 0.9093 -1.1239 0.6692 -0.15 -1.47 -0.74
H 1.1004 1.9004 -2.6372 -2.09 0.24 1.22
O 0.6589 -0.7447 -2.1687 -0.04 5.44 3.09
C 0.2091 0.2373 0.5346 1.38 0.84 1.78
H 0.0697 -1.8682 0.5841 1.19 0.14 -0.19
H 1.8012 -1.3593 0.0193 -1.64 0.57 -0.35
H 0.1359 -1.4520 -2.3780 -2.29 -3.02 -0.96
H -1.4400 1.5005 1.5895 1.53 -1.88 -0.55
S -0.1815 2.2356 -2.0120 1.65 -1.04 -0.53
H 0.9837 1.0400 0.6969 -0.77 -0.53 -0.98
S -2.3530 -0.3703 -1.4480 0.28 0.33 0.67
P -0.5956 0.3237 -1.0971 2.83 -1.63 -3.56
H -1.5873 -0.1973 1.7064 -0.96 -1.71 0.42
C -0.8016 0.4851 1.6826 -0.33 4.22 0.30

Entry 7:
72
Properties=species:S:1:pos:R:3:forces:R:3 method="wB97M-V/def2-TZVPD" charge=+3 orbital_gap_ev="8.7 / 4.9" energy_ha=-5158.4160 e_lumo_ev="-8.7014 / -12.4292" multiplicity=6
S 4.4528 -0.3320 2.7296 0.36 -0.39 -0.28
C 4.6132 1.3801 2.1920 -0.85 -0.67 -0.82
H -4.6226 -0.0930 -2.7003 0.15 0.22 -0.05
H -6.0238 -1.6616 -3.8480 0.39 -0.53 -0.05
H 2.6846 -0.9944 1.4662 -1.18 0.31 0.72
C -5.1392 -2.0695 -3.3461 -0.45 1.11 0.46
H -4.8893 -1.1490 0.0912 0.39 0.14 -0.10
C -0.6644 2.4481 -3.3709 -0.29 1.44 0.17
C 3.4999 3.1925 0.9748 1.05 -0.77 0.54
N 3.6677 -1.0814 1.4970 1.12 -0.23 -0.44
C 2.2447 -2.2410 -0.7636 -2.22 -0.53 -1.36
F -0.6109 -1.1991 1.3375 0.08 1.00 -0.09
C 5.8371 2.0371 2.2525 -0.65 0.00 -0.38
C -2.8659 2.0448 -1.7641 -0.72 -0.33 0.67
F -1.1294 -1.2772 3.7950 -0.08 -0.40 -0.75
H -1.3749 1.0638 1.3328 0.67 0.20 -0.32
H 2.6254 3.6875 0.5673 0.17 -0.08 -0.02
H -2.0272 -3.8564 -0.3025 0.17 0.08 -0.30
H 0.1937 2.6416 -3.9870 0.17 0.00 -0.22
F -0.8095 -3.8250 3.6803 -0.22 0.77 -1.06
C -2.7963 3.2200 -2.4874 0.20 0.03 0.18
H -1.3757 -4.2282 -1.7709 0.03 0.27 0.42
H 3.7897 -3.3755 -0.0730 0.20 -0.08 -0.07
C -1.8494 1.0906 -1.8219 -0.82 -0.30 0.18
H 4.1499 -0.3689 -0.4226 0.27 0.12 -0.12
H 4.1381 -2.5132 -1.5722 0.16 -0.06 -0.36
C 3.6793 -2.4236 -0.5968 -0.71 -0.44 0.84
C -4.3026 -0.5094 0.7484 0.04 -0.37 -0.49
C -4.3438 -1.1333 -2.6707 -0.28 -0.92 -0.28
C -2.3737 0.7362 1.4849 -0.46 -0.24 0.16
C -4.3192 0.7188 2.8926 1.29 0.43 1.40
H -5.5286 -4.1250 -3.7917 0.31 0.20 0.25
O 3.4963 -0.2868 3.7830 0.14 0.05 0.15
H 0.0166 0.5367 -2.6948 -0.08 0.27 -0.07
H 3.9764 5.5445 -0.1216 -0.11 0.00 0.07
F -2.3560 -2.6023 2.1338 -1.92 -0.25 -0.56
C -0.7532 1.3108 -2.6320 0.72 -1.44 0.02
H -2.4943 1.6535 3.4269 0.53 0.44 0.39
H 6.8990 3.6928 1.5997 -0.16 0.37 -0.30
H 6.6865 1.5773 2.7004 0.47 -0.29 0.33
H -3.5021 -4.9344 -2.5249 -0.18 -0.24 0.04
C -4.9510 -0.0742 1.9089 -0.82 -0.05 0.04
O 5.7982 -0.8230 2.8281 -1.20 0.28 -0.18
C -3.7733 -3.8910 -2.5422 -0.04 0.52 -0.41
C -4.8735 -3.4231 -3.2660 -0.21 -0.50 -0.30
C 4.2435 -1.2797 0.1664 2.07 0.47 0.96
H -3.5992 3.9512 -2.4505 0.20 -0.10 0.06
C -3.0227 -0.1173 0.5118 0.57 0.07 -0.83
H -5.9896 -0.3620 1.9901 -0.12 0.05 0.39
C 4.8863 5.1993 0.3514 0.96 -0.88 -0.29
H 5.2955 -1.5518 0.3566 -0.18 0.57 -0.34
F 0.8650 -2.2719 2.8219 1.85 0.14 0.04
H 2.5132 1.4230 1.6749 0.00 -0.12 -0.29
As -0.7657 -2.4846 2.6069 0.72 -1.01 2.18
N -1.7532 -3.4472 -1.2108 -0.36 0.00 -0.45
H 5.7100 5.1495 -0.4039 -0.46 0.09 0.37
C 5.9209 3.2250 1.5992 0.31 0.62 0.18
H -3.7235 1.8575 -1.1137 0.07 0.11 -0.28
O 1.6023 -1.1075 -0.6589 0.82 -0.21 0.32
O 1.4487 -3.2160 -1.0764 0.83 0.67 0.39
H -1.5209 4.3611 -3.7798 -0.13 0.04 -0.07
C -3.2365 -1.5881 -1.9684 0.38 -0.12 0.05
F -0.3665 -3.4843 1.0949 -0.05 -0.10 0.48
C -2.9956 1.1002 2.6735 -1.76 -0.48 0.02
H -4.7755 0.9553 3.8900 0.13 -0.23 -1.31
C 4.7786 3.8597 0.9883 -0.76 0.33 -0.59
C -1.6569 3.4346 -3.2398 0.46 -0.14 -0.71
C -2.9595 -2.9648 -1.9301 0.13 0.20 0.25
C 3.4530 1.9407 1.5325 0.05 0.84 0.83
H 5.2504 5.9072 1.0866 0.07 0.40 0.24
Os -0.2121 -2.0447 -0.7898 -0.92 -0.68 0.09
P -2.0893 -0.5297 -1.0746 -0.29 0.33 0.65

Entry 8:
25
Properties=species:S:1:pos:R:3:forces:R:3 method="wB97M-V/def2-TZVPD" charge=+2 orbital_gap_ev="6.0 / 6.4" relative_energy_ev=0.000 energy_ha=-2297.4667 e_lumo_ev="-9.9431 / -9.5798" multiplicity=2
H -0.3372 0.5716 -1.8276 -0.02 -0.25 -0.02
Ti 0.1135 -1.3218 2.0384 1.37 -0.47 2.03
C -0.6165 -2.7192 0.2202 0.04 0.39 0.25
H 2.1624 -0.7815 -1.7114 -0.15 -0.24 0.09
O -1.2116 3.1352 -1.9460 0.67 -0.08 2.52
H -1.0723 1.1152 2.1234 0.06 0.41 -0.02
H -0.4793 0.7943 3.5712 -0.19 0.07 -0.04
C -0.8613 3.1420 -0.7985 -0.38 -0.01 -1.94
H 2.4984 -2.1162 -0.5773 -0.14 0.05 -0.27
C 1.7343 -1.6714 -1.2281 0.50 -0.04 0.56
P 0.3114 -1.1361 -0.2287 -0.12 -0.39 -2.94
H 0.7441 2.1604 0.2132 -0.36 0.46 -0.02
Cl 2.0402 -2.1560 2.6828 -0.89 0.64 -0.30
H -1.7440 -0.1270 -1.0073 0.10 -0.02 -0.21
C -0.7781 -0.3669 -1.4696 -0.32 0.35 0.46
C 0.4469 3.1700 -0.1338 3.07 0.30 -1.68
H 0.4986 3.8843 0.6884 -0.11 -0.25 -0.14
I -2.0560 3.0909 0.9379 -2.64 -0.39 1.11
H -0.7946 -2.8190 1.3544 -0.47 -1.15 -1.30
H -0.0632 -3.6017 -0.1313 -0.07 0.20 0.47
H -1.5960 -2.6889 -0.2747 0.07 -0.06 0.47
O -0.6253 0.4238 2.6828 -0.03 0.19 0.19
H -0.9299 -1.0589 -2.3115 0.14 0.19 0.26
H 1.4083 -2.3965 -1.9866 0.00 0.26 0.19
H 1.2075 3.4737 -0.8805 -0.14 -0.17 0.28

> Which of these has the lowest charge?

C11H17Cl3O3Os

> Which of these has the highest charge?

C28H28AsF6N2O4OsPS

> What is the charge in the first record?

+1

> What is the charge in the sixth record?

0